# 1
Density functional theory data (wB97M-V/def2-TZVPD) for a cluster of 2 separate species, C5H13Cl2N2P in total.

Output
HOMO (spin up / spin down) = -7.3 / -8.9 eV
LUMO (spin up / spin down) = -3.435 / -1.213 eV
2S+1 = 1
ΔE to the lowest compared entry with this formula, charge and spin = 93.6 kJ/mol
orbital gap (spin up / spin down) = 3.853 / 7.730 eV
total energy = -42704.9235 eV

Geometry as XYZ:
```
23
Properties=species:S:1:pos:R:3:forces:R:3
C 0.602 -2.055 -0.809 -0.17 -1.42 -0.31
C -1.548 -0.457 -2.083 1.82 -0.45 -0.79
C -2.328 0.487 0.141 -1.00 0.30 -1.31
C 1.698 0.145 1.945 -4.37 -2.60 -1.62
C 1.486 1.206 -0.334 1.63 2.58 -0.55
N -1.279 -0.142 -0.685 -1.31 0.14 0.28
N 1.051 0.253 0.594 0.22 -0.47 1.99
P -0.108 -0.875 0.260 -0.57 -0.71 0.15
Cl 2.223 -2.016 -1.327 0.20 0.05 0.03
Cl 0.432 1.419 4.618 0.06 -0.15 -0.41
H 0.155 -3.076 -0.906 0.30 1.13 0.12
H -0.425 -0.579 -2.402 -2.45 -0.02 -0.67
H -2.167 -1.384 -2.346 0.96 0.93 0.82
H -2.072 0.373 -2.614 0.68 -0.27 0.53
H -2.674 1.488 -0.401 0.78 -1.93 1.48
H -3.262 -0.218 0.202 1.61 1.35 0.30
H -1.780 0.638 1.108 -1.44 0.36 -0.46
H 1.096 0.627 2.747 -0.02 1.03 0.28
H 1.400 -0.930 2.241 1.55 1.24 -0.17
H 2.665 0.487 1.864 2.25 0.28 0.29
H 1.389 2.267 0.008 0.46 -0.69 0.50
H 2.560 1.011 -0.600 -0.89 0.33 0.00
H 0.884 1.328 -1.221 -0.28 -1.00 -0.49
```
Forces are in eV/Å.

These are the Mulliken partial charges, in e, on atoms 1 to 6: number 1, C, carries -0.367; number 2, C, carries -0.846; number 3, C, carries -0.898; number 4, C, carries -0.244; number 5, C, carries -0.960; number 6, N, carries 0.286

# 2
Density functional theory data (wB97M-V/def2-TZVPD) for the molecule C4H9NOS.

Output
HOMO (spin up / spin down) = -8.1 / -6.3 eV
LUMO (spin up / spin down) = 0.756 / -0.629 eV
2S+1 = 1
ΔE to the lowest compared entry with this formula, charge and spin = 412.9 kJ/mol
orbital gap (spin up / spin down) = 8.812 / 5.692 eV
total energy = -18663.2469 eV

Geometry as XYZ:
```
16
Properties=species:S:1:pos:R:3:forces:R:3
C 0.504 -1.393 0.317 -0.48 3.13 0.26
C 1.611 -1.022 -0.714 -0.36 -0.99 0.97
C -0.759 0.750 0.470 -1.09 -0.30 -1.93
C -1.858 1.581 -0.076 -0.25 2.27 1.44
N -0.678 -0.549 0.108 -0.57 -1.92 -1.98
O 2.766 0.546 1.076 0.03 0.11 -0.36
S 2.347 0.620 -0.369 -0.48 -1.18 0.48
H 0.137 -2.384 0.204 0.28 -1.02 0.21
H 0.848 -1.092 1.317 0.27 -0.85 -0.11
H 2.172 -1.962 -0.728 1.32 0.64 0.43
H 1.228 -1.088 -1.704 -0.72 0.73 -1.07
H -0.551 1.021 1.458 1.09 0.02 1.41
H -2.840 1.599 0.387 -0.27 -1.06 1.10
H -2.201 1.591 -1.057 0.46 -0.68 -2.33
H -1.641 2.640 0.135 0.50 -0.15 -0.25
H -1.088 -0.858 -0.825 0.27 1.27 1.73
```
Forces are in eV/Å.

These are the Mulliken partial charges, in e, on atoms 1 to 6: number 1, C, carries -0.838; number 2, C, carries -0.617; number 3, C, carries -0.003; number 4, C, carries -1.327; number 5, N, carries -0.211; number 6, O, carries -0.507